Record 1
Here is a cluster of 2 separate species, C2H4O4 in total at a distorted geometry from the Open Molecules 2025 dataset. Energies are from ωB97M-V with the def2-TZVPD basis set.

Each line ends with the natural charge from an NBO analysis.
Geometry (Å):
O 0.774 2.798 1.739  -0.56
C 0.581 1.593 1.494  0.62
O 1.204 1.013 0.327  -0.71
H -0.222 0.759 1.781  0.16
H 1.148 1.898 -0.086  0.49
O -1.060 -0.209 -0.699  -0.52
C -0.576 -1.250 -0.937  0.65
O -1.027 -2.201 -1.786  -0.71
H 0.435 -1.454 -0.564  0.09
H -1.258 -2.948 -1.269  0.49

Atoms 1-3, force components in eV/Å:
-1.1 -4.6 -0.1
-0.2 0.8 -1.5
-1.2 2.3 2.3

Computed properties:
* total energy: -10327.25862 eV
* HOMO: -10.960 eV
* M: 92.050 g mol⁻¹
* E_LUMO: 0.5 eV
* energy above the lowest of the compared OMol25 structures with the same formula, charge and spin: 206.6 kJ/mol
* gap between HOMO and LUMO: 0.42238 Ha

Record 2
Here is a structure of composition C34H25HoN8S at a distorted geometry from the Open Molecules 2025 dataset. Energies are from ωB97M-V with the def2-TZVPD basis set.

Each line ends with the natural charge from an NBO analysis.
Geometry (Å):
Ho -0.809 0.428 -0.175  2.17
C 2.282 3.630 -0.592  -0.19
C 1.656 4.819 -0.628  -0.23
C 0.284 4.886 -0.313  -0.28
C -0.439 3.708 -0.126  0.35
N 0.121 2.478 -0.025  -0.86
C 1.595 2.397 -0.107  -0.10
N -1.779 3.938 -0.096  -0.44
C -2.764 3.109 -0.160  0.38
N -2.778 1.707 -0.200  -0.78
C -4.084 1.311 -0.252  0.45
N -4.611 0.102 -0.294  -0.57
C -3.974 -1.056 -0.323  0.41
C -4.782 -2.228 -0.316  -0.24
C -4.216 -3.467 -0.348  -0.14
C -2.815 -3.579 -0.372  -0.32
C -2.083 -2.417 -0.360  0.38
N -2.603 -1.185 -0.357  -0.67
C -4.963 2.467 -0.249  -0.04
C -6.343 2.591 -0.269  -0.19
C -6.876 3.867 -0.261  -0.22
C -6.050 4.991 -0.252  -0.20
C -4.670 4.873 -0.223  -0.17
C -4.134 3.597 -0.207  -0.07
H 3.317 3.515 -0.875  0.21
H 2.179 5.717 -0.928  0.21
H -0.252 5.819 -0.305  0.22
H 2.004 2.136 0.897  0.19
H -5.846 -2.082 -0.263  0.24
H -4.821 -4.361 -0.331  0.22
H -2.325 -4.540 -0.391  0.23
H -0.242 -3.068 -0.956  0.40
H -6.971 1.715 -0.284  0.23
H -7.950 3.999 -0.259  0.21
H -6.502 5.971 -0.275  0.21
H -4.027 5.739 -0.212  0.23
N -0.636 -2.427 -0.265  -0.68
C -0.243 -2.841 1.041  0.25
C 0.456 -4.022 1.261  -0.28
C 0.818 -4.391 2.546  -0.16
C 0.475 -3.596 3.623  -0.23
C -0.219 -2.414 3.412  -0.17
C -0.578 -2.035 2.132  -0.27
H 0.722 -4.654 0.428  0.22
H 1.367 -5.308 2.700  0.22
H 0.744 -3.889 4.624  0.22
H -0.481 -1.782 4.247  0.22
H -1.128 -1.088 1.975  0.18
S 5.953 0.406 -0.380  0.24
C 4.161 0.448 -0.261  -0.15
C 3.514 -0.251 0.799  -0.43
C 2.184 -0.518 0.653  0.06
N 1.392 -0.046 -0.341  -0.84
C 1.954 1.142 -1.011  -0.07
C 3.436 1.045 -1.215  -0.25
C 6.054 -1.289 -0.949  -0.12
C 6.102 -1.557 -2.308  -0.26
C 6.169 -2.882 -2.708  0.03
N 6.189 -3.899 -1.865  -0.42
C 6.149 -3.631 -0.572  0.03
C 6.083 -2.347 -0.054  -0.26
H 4.086 -0.677 1.603  0.22
H 1.726 -1.233 1.336  0.18
H 1.439 1.271 -1.986  0.19
H 3.880 1.500 -2.087  0.22
H 6.080 -0.753 -3.026  0.23
H 6.202 -3.142 -3.758  0.19
H 6.170 -4.492 0.082  0.19
H 6.054 -2.175 1.009  0.23

Atoms 1-3, force components in eV/Å:
0.2 -0.2 0.0
-0.2 0.4 0.0
1.0 -0.5 -0.1

Computed properties:
* total energy: -84217.36004 eV
* ⟨S²⟩: 6.095
* HOMO (spin up / spin down): -5.848 / -6.143 eV
* 2S+1: 5
* M: 742.627 g mol⁻¹
* E_LUMO (spin up / spin down): -0.9 / -0.9 eV
* energy above the lowest of the compared OMol25 structures with the same formula, charge and spin: 175.3 kJ/mol
* gap between HOMO and LUMO (spin up / spin down): 0.18047 / 0.19106 Ha

Record 3
Here is a cluster of 2 separate species, C3H6NO2 in total at a distorted geometry from the Open Molecules 2025 dataset. Energies are from ωB97M-V with the def2-TZVPD basis set.

Each line ends with the natural charge from an NBO analysis.
Geometry (Å):
C 2.600 -0.239 -0.260  1.02
C -1.388 -0.808 -0.469  -0.53
C -0.430 1.037 0.635  -0.54
N -0.959 0.417 -0.477  0.18
O 3.519 0.377 -0.153  -0.43
O 1.685 -0.938 -0.318  -0.59
H -2.169 -0.844 -1.214  0.32
H -0.609 -1.272 -0.969  0.42
H -1.431 -1.539 0.359  0.26
H -0.490 0.541 1.674  0.24
H 0.603 1.254 0.426  0.32
H -0.931 2.014 0.766  0.34

Atoms 1-3, force components in eV/Å:
-1.9 -2.4 -0.1
-3.1 -1.7 1.6
-0.8 -0.7 3.0

Computed properties:
* total energy: -8782.55564 eV
* HOMO: -17.145 eV
* M: 88.086 g mol⁻¹
* E_LUMO: -8.3 eV
* energy above the lowest of the compared OMol25 structures with the same formula, charge and spin: 330.6 kJ/mol
* gap between HOMO and LUMO: 0.32536 Ha
* charge: +1

Record 4
Here is a structure of composition C26H27MoN7O11P2S3 at a distorted geometry from the Open Molecules 2025 dataset. Energies are from ωB97M-V with the def2-TZVPD basis set.

Each line ends with the Löwdin spin population.
Geometry (Å):
Mo 0.048 -0.907 0.569  1.71
N 1.320 -2.450 4.315  -0.01
C 0.671 -1.722 3.384  0.00
S 1.620 -0.535 2.458  0.01
N -0.619 -1.812 3.283  0.01
N -1.109 -1.054 2.230  -0.02
C -2.255 -0.498 2.404  0.06
C -2.820 0.455 1.472  0.00
C -4.162 0.834 1.596  0.01
C -4.744 1.684 0.686  -0.01
C -3.979 2.206 -0.362  0.01
C -2.639 1.900 -0.467  -0.01
C -2.048 1.030 0.447  0.02
O -0.741 0.755 0.362  0.05
H 2.321 -2.420 4.328  0.00
H 0.851 -3.244 4.718  0.00
H -2.808 -0.771 3.297  0.00
H -4.746 0.402 2.402  0.00
H -5.791 1.945 0.777  0.00
H -4.436 2.861 -1.094  0.00
H -2.016 2.287 -1.265  0.00
C 2.315 -3.880 -2.763  0.00
C 2.487 -3.613 -1.268  0.00
O 3.578 -4.341 -0.719  0.00
P 2.777 -1.848 -0.943  0.01
O 3.809 -1.350 -2.035  0.00
O 3.571 -1.785 0.398  0.00
O 1.522 -0.992 -0.998  0.06
P 0.979 -4.037 -0.264  0.01
O -0.093 -4.054 -1.420  0.00
O 1.219 -5.318 0.427  0.00
O 0.712 -2.817 0.681  0.04
H 3.280 -3.761 -3.256  0.00
H 1.598 -3.182 -3.198  0.00
H 1.951 -4.895 -2.916  0.00
H 3.196 -5.046 -0.171  0.00
H 3.944 -0.385 -1.928  0.00
H 3.070 -1.452 1.180  0.00
H -0.995 -4.283 -1.103  0.00
C 6.010 2.430 -0.157  0.00
N 4.952 3.326 0.269  0.00
C 5.092 4.666 0.597  0.00
C 3.893 5.108 0.996  0.00
N 3.012 4.031 0.926  0.00
C 3.663 2.920 0.447  0.00
S 3.048 1.422 0.015  0.01
C 1.658 4.081 1.361  0.00
C 0.836 5.113 0.936  0.00
C -0.472 5.120 1.392  0.00
C -0.895 4.114 2.243  0.00
C 0.018 3.137 2.607  0.00
N 1.276 3.119 2.178  0.00
H 6.932 2.998 -0.250  0.00
H 5.751 1.977 -1.111  0.00
H 6.138 1.633 0.572  0.00
H 6.031 5.186 0.513  0.00
H 3.587 6.077 1.352  0.00
H 1.204 5.860 0.245  0.00
H -1.155 5.898 1.073  0.00
H -1.916 4.077 2.601  0.00
H -0.255 2.331 3.280  0.00
O -0.939 -0.217 -2.362  0.01
C -1.731 -0.996 -1.897  0.01
N -1.580 -1.642 -0.664  0.01
S -2.882 -2.628 -0.351  0.00
O -2.517 -4.024 -0.432  0.00
O -3.598 -2.262 0.835  0.00
C -3.799 -2.186 -1.793  0.00
C -5.068 -2.574 -2.176  0.00
C -5.554 -2.061 -3.370  0.00
C -4.778 -1.204 -4.148  0.00
C -3.504 -0.829 -3.743  0.00
C -3.030 -1.330 -2.547  0.00
H -5.657 -3.249 -1.568  0.00
H -6.547 -2.335 -3.701  0.00
H -5.178 -0.822 -5.078  0.00
H -2.882 -0.171 -4.335  0.00

Atoms 1-3, force components in eV/Å:
1.5 -1.6 0.0
0.0 0.1 0.0
-0.1 0.4 -0.1

Computed properties:
* total energy: -113300.89476 eV
* ⟨S²⟩: 2.021
* HOMO (spin up / spin down): -7.806 / -7.808 eV
* 2S+1: 3
* M: 867.629 g mol⁻¹
* E_LUMO (spin up / spin down): -1.0 / -0.9 eV
* energy above the lowest of the compared OMol25 structures with the same formula, charge and spin: 41.1 kJ/mol
* gap between HOMO and LUMO (spin up / spin down): 0.24917 / 0.25519 Ha